ORCA calculation (ωB97M-V/def2-TZVPD) on a cluster of 2 separate species, CH4O3 in total at a distorted geometry.

Geometry (Å):
O1 -2.46415 0.43615 -0.03515
O2 0.22021 0.71242 -0.04803
O3 -3.50306 -0.22028 -0.00597
C1 1.11940 -0.37741 -0.01560
H1 0.67158 1.54232 0.13293
H2 1.78843 -0.41806 -0.89374
H3 0.44371 -1.25551 -0.04773
H4 1.72388 -0.41963 0.91329

**Relative energy (zero: lowest compared OMol25 entry of this formula, charge and spin)**: 141.52 kcal per mole
**Highest occupied orbital energy**: -0.356 Ha
**Structure (SMILES)**: O=O.CO
**Frontier orbital gap**: 7.9 eV
**Spin multiplicity**: 1
**LUMO energy**: -1.85 eV
**Electronic energy**: -266.01049 hartree